Record 1
A molecular structure, C28H24Cl2CuF6N5O12S2. Source: OMol25; level of theory: ωB97M-V/def2-TZVPD.

Structure (ORCA input):
```
! wB97M-V def2-TZVPD RIJCOSX def2/J DEFGRID3
* xyz 1 2
Cu 6.17 -1.23 -10.74
C 9.54 -3.91 -10.81
F 10.80 -4.32 -10.97
F 8.79 -4.52 -11.75
F 9.13 -4.18 -9.55
S 9.48 -1.98 -11.11
O 10.86 -1.46 -10.83
O 8.96 -1.71 -12.46
N 8.10 -1.51 -10.06
S 8.86 -1.23 -8.69
O 7.93 -1.40 -7.61
O 10.16 -1.79 -8.37
C 9.06 0.76 -8.73
F 9.87 1.15 -7.81
F 9.65 1.11 -9.88
F 7.89 1.43 -8.70
Cl 11.67 -3.38 -13.80
C 13.21 -3.73 -13.05
C 14.47 -3.48 -13.88
Cl 14.73 -2.12 -15.04
H 13.15 -4.77 -12.74
H 13.10 -3.15 -12.14
H 14.72 -4.36 -14.46
H 15.36 -3.28 -13.28
C 12.40 3.24 -13.94
C 11.30 2.61 -13.33
C 10.67 1.53 -13.90
C 11.05 1.09 -15.11
C 12.20 1.65 -15.76
C 12.98 2.62 -15.06
N 10.37 -0.07 -15.74
O 10.62 -0.35 -16.86
O 9.52 -0.67 -15.03
H 12.79 4.13 -13.48
H 10.92 3.00 -12.40
H 9.90 1.10 -13.28
H 12.52 1.13 -16.65
H 13.88 3.05 -15.47
C 7.81 -4.45 -3.83
C 8.51 -5.62 -3.63
C 9.69 -5.87 -4.29
C 10.26 -4.84 -5.04
C 9.56 -3.56 -5.20
C 8.31 -3.44 -4.68
N 11.63 -4.99 -5.58
O 12.24 -6.06 -5.57
O 12.08 -3.96 -6.08
H 6.89 -4.36 -3.28
H 8.15 -6.30 -2.88
H 10.13 -6.85 -4.17
H 10.11 -2.73 -5.60
H 7.77 -2.51 -4.78
C 12.28 2.75 -7.97
C 12.77 3.97 -7.48
C 14.03 4.09 -6.81
C 14.65 2.93 -6.41
C 14.17 1.68 -6.94
C 12.98 1.58 -7.64
N 15.84 3.01 -5.43
O 16.37 4.11 -5.27
O 16.04 2.07 -4.70
H 11.42 2.70 -8.62
H 12.21 4.84 -7.81
H 14.39 5.06 -6.49
H 14.73 0.80 -6.66
H 12.72 0.58 -7.95
C 5.26 -2.49 -17.31
C 4.87 -3.79 -16.88
C 5.15 -4.15 -15.60
C 5.98 -3.33 -14.75
C 6.58 -2.16 -15.19
C 6.20 -1.77 -16.55
N 6.15 -3.74 -13.34
O 6.23 -4.89 -13.08
O 6.09 -2.84 -12.51
H 5.11 -2.18 -18.34
H 4.32 -4.40 -17.58
H 4.66 -5.06 -15.29
H 7.30 -1.71 -14.52
H 6.77 -0.93 -16.91
*
```

HOMO energy (alpha / beta) = -11.1582 / -11.1582 eV
LUMO (alpha / beta) = -0.2014 / -0.3328 hartree
gap between HOMO and LUMO (alpha / beta) = 5.7 / 2.1 eV

Record 2
A molecular structure, C28H24Cl4O2TeTl. Source: OMol25; level of theory: ωB97M-V/def2-TZVPD.

Structure (ORCA input):
```
! wB97M-V def2-TZVPD RIJCOSX def2/J DEFGRID3
* xyz 1 1
Tl 2.06 0.73 0.41
C 5.20 -2.15 -0.36
C 4.07 -3.15 -0.15
C 4.58 -4.44 0.47
C 2.94 -2.56 0.66
C 3.15 -2.06 1.94
C 2.11 -1.52 2.69
C 0.81 -1.48 2.19
C -0.33 -0.91 2.99
C 0.59 -2.00 0.91
C 1.64 -2.52 0.16
H 5.92 -2.53 -1.08
H 5.74 -1.97 0.57
H 4.84 -1.19 -0.72
H 3.65 -3.39 -1.14
H 5.00 -4.25 1.46
H 5.36 -4.89 -0.14
H 3.78 -5.17 0.59
H 4.15 -2.08 2.37
H 2.31 -1.14 3.68
H -0.76 -0.04 2.49
H 0.01 -0.59 3.98
H -1.12 -1.65 3.12
H -0.41 -1.99 0.50
H 1.44 -2.91 -0.83
Cl -4.79 3.62 -1.74
C -3.35 3.13 -0.94
C -2.93 3.73 0.25
Cl -3.88 4.98 0.94
C -1.75 3.33 0.87
Cl -1.23 4.05 2.34
C -0.93 2.30 0.34
O 0.14 1.90 0.94
C -1.38 1.72 -0.87
O -0.59 0.72 -1.38
C -2.56 2.12 -1.46
Cl -2.97 1.33 -2.95
Te -0.33 -0.01 -3.16
C -0.74 0.77 -5.08
C -0.49 -0.20 -6.04
C -0.55 0.16 -7.38
C -0.87 1.46 -7.73
C -1.12 2.42 -6.75
C -1.06 2.07 -5.41
C 1.58 0.86 -3.19
C 1.81 2.07 -2.55
C 3.07 2.65 -2.65
C 4.08 2.01 -3.36
C 3.84 0.80 -3.99
C 2.57 0.23 -3.92
H -0.27 -1.23 -5.79
H -0.36 -0.58 -8.15
H -0.93 1.74 -8.77
H -1.37 3.43 -7.03
H -1.24 2.82 -4.65
H 1.03 2.57 -1.98
H 3.26 3.60 -2.16
H 5.06 2.47 -3.42
H 4.62 0.31 -4.55
H 2.39 -0.71 -4.43
*
```

HOMO energy = -10.2605 eV
LUMO = -0.1645 hartree
gap between HOMO and LUMO = 5.8 eV

Record 3
18 unconnected molecules or ions with the total composition C28H24Cl68FN2OP. Source: OMol25; level of theory: ωB97M-V/def2-TZVPD.

Structure (ORCA input):
```
! wB97M-V def2-TZVPD RIJCOSX def2/J DEFGRID3
* xyz 0 1
C -1.30 4.18 -3.14
C -0.48 4.09 -2.12
C 0.83 4.82 -2.07
P 2.26 3.78 -1.50
N 1.60 3.67 0.17
C 2.37 1.92 -1.56
C 1.08 1.23 -1.97
N 1.12 -0.24 -1.84
C 2.41 -0.83 -2.27
C 2.31 -2.33 -2.45
C 0.06 -0.71 -2.73
C 0.27 -0.68 -4.24
O -1.01 -1.08 -2.27
C 3.15 3.94 -3.19
C 2.46 3.27 -4.36
F 3.41 5.27 -3.50
H -2.22 3.62 -3.17
H -1.11 4.84 -3.98
H -0.77 3.40 -1.35
H 0.75 5.62 -1.35
H 0.97 5.30 -3.04
H 3.37 4.47 -0.93
H 1.43 4.59 0.58
H 0.78 3.08 0.25
H 2.62 1.59 -0.57
H 3.22 1.66 -2.18
H 0.32 1.57 -1.28
H 0.76 1.58 -2.95
H 2.80 -0.34 -3.16
H 3.11 -0.66 -1.46
H 3.19 -2.82 -2.07
H 1.47 -2.73 -1.88
H 2.13 -2.57 -3.49
H 1.27 -0.38 -4.54
H -0.40 0.06 -4.64
H 0.05 -1.67 -4.62
H 4.12 3.45 -3.08
H 2.72 3.75 -5.29
H 1.37 3.28 -4.28
H 2.78 2.24 -4.46
C -3.26 -1.80 0.58
Cl -4.26 -2.75 1.68
Cl -3.36 -0.09 1.03
Cl -1.59 -2.33 0.67
Cl -3.87 -2.00 -1.07
C -6.44 -5.84 2.80
Cl -6.51 -4.16 3.33
Cl -5.10 -6.66 3.60
Cl -7.96 -6.65 3.21
Cl -6.20 -5.90 1.05
C -4.93 -9.85 6.45
Cl -3.37 -9.95 5.63
Cl -5.57 -11.47 6.71
Cl -4.72 -9.03 8.00
Cl -6.07 -8.93 5.45
C 7.82 2.15 -0.88
Cl 6.81 3.32 -1.75
Cl 9.33 2.92 -0.40
Cl 6.96 1.57 0.55
Cl 8.14 0.77 -1.94
C 7.90 5.57 2.90
Cl 7.46 4.96 1.31
Cl 7.63 7.31 2.97
Cl 6.92 4.77 4.13
Cl 9.61 5.23 3.21
C 6.03 0.31 -6.35
Cl 7.50 0.44 -7.32
Cl 5.84 -1.37 -5.80
Cl 6.17 1.38 -4.95
Cl 4.63 0.78 -7.31
C -8.30 -0.84 1.78
Cl -9.53 -0.15 0.71
Cl -7.85 0.36 3.00
Cl -8.95 -2.27 2.58
Cl -6.87 -1.28 0.84
C 1.07 6.49 3.38
Cl 0.08 5.46 4.41
Cl 0.94 8.17 3.92
Cl 2.76 5.97 3.47
Cl 0.51 6.37 1.71
C -0.42 -12.83 5.57
Cl 0.23 -11.19 5.44
Cl -0.11 -13.70 4.06
Cl 0.38 -13.67 6.90
Cl -2.15 -12.75 5.86
C 9.40 9.99 5.16
Cl 7.98 10.28 4.15
Cl 9.71 11.41 6.16
Cl 9.10 8.59 6.20
Cl 10.79 9.67 4.13
C -9.01 -11.24 9.18
Cl -8.20 -10.31 7.93
Cl -10.15 -10.21 10.06
Cl -9.89 -12.58 8.44
Cl -7.81 -11.88 10.31
C -1.74 1.51 -7.24
Cl -0.19 1.67 -8.10
Cl -2.08 -0.19 -6.90
Cl -1.64 2.40 -5.72
Cl -3.02 2.17 -8.26
C -9.43 3.50 5.36
Cl -8.72 4.47 4.06
Cl -10.57 4.49 6.28
Cl -10.28 2.12 4.66
Cl -8.15 2.92 6.43
C 1.87 -2.63 -7.96
Cl 1.21 -3.67 -6.69
Cl 1.35 -0.97 -7.67
Cl 3.64 -2.70 -7.92
Cl 1.29 -3.18 -9.53
C -2.11 8.24 -1.17
Cl -2.25 8.14 0.59
Cl -0.95 9.51 -1.59
Cl -1.51 6.69 -1.79
Cl -3.68 8.61 -1.87
C 11.77 3.12 -4.25
Cl 11.38 4.82 -3.96
Cl 13.33 2.74 -3.50
Cl 10.51 2.11 -3.55
Cl 11.87 2.83 -5.99
C -11.28 -10.51 5.09
Cl -11.54 -10.42 6.83
Cl -9.99 -9.39 4.63
Cl -10.82 -12.15 4.65
Cl -12.77 -10.06 4.24
*
```

HOMO energy = -8.6457 eV
LUMO = -0.0004 hartree
gap between HOMO and LUMO = 8.6 eV

Record 4
C28H24O2S in the gas phase. Source: OMol25; level of theory: ωB97M-V/def2-TZVPD.

Structure (ORCA input):
```
! wB97M-V def2-TZVPD RIJCOSX def2/J DEFGRID3
* xyz 0 1
C 5.24 2.25 3.51
H 5.66 2.48 4.48
H 6.04 1.89 2.86
H 4.83 3.16 3.07
C 4.15 1.18 3.64
C 3.57 0.86 2.29
C 4.04 -0.22 1.55
C 3.56 -0.47 0.28
C 2.60 0.36 -0.29
C 2.13 1.44 0.45
C 2.61 1.69 1.72
H 2.24 2.53 2.28
H 1.40 2.11 0.01
C 2.16 0.13 -1.69
C 3.03 0.40 -2.66
C 2.75 0.32 -4.12
C 1.97 1.55 -4.59
H 1.03 1.63 -4.04
H 2.55 2.45 -4.42
H 1.74 1.46 -5.65
C 4.04 0.16 -4.93
H 3.81 0.05 -5.99
H 4.58 -0.72 -4.60
H 4.67 1.04 -4.80
S 1.74 -1.19 -4.44
C 0.54 -1.03 -3.17
C -0.70 -1.61 -3.41
C -1.69 -1.54 -2.45
C -1.44 -0.91 -1.23
C -0.18 -0.36 -0.99
C 0.82 -0.40 -1.95
H 0.01 0.10 -0.03
C -2.47 -0.87 -0.27
C -3.42 -0.88 0.48
C -4.56 -0.94 1.31
C -4.45 -0.93 2.70
C -5.57 -1.03 3.48
C -6.83 -1.12 2.89
C -6.95 -1.11 1.50
C -5.82 -1.02 0.71
H -5.90 -1.02 -0.36
H -7.93 -1.18 1.07
C -8.07 -1.24 3.69
O -9.18 -1.30 3.24
O -7.85 -1.27 5.02
H -8.70 -1.35 5.48
H -5.49 -1.03 4.56
H -3.47 -0.87 3.15
H -2.67 -1.97 -2.64
H -0.88 -2.10 -4.35
H 4.02 0.76 -2.39
H 3.93 -1.31 -0.28
H 4.79 -0.87 1.97
H 3.37 1.55 4.30
H 4.58 0.28 4.08
*
```

HOMO energy = -7.8445 eV
SMILES = CCc1ccc(C2=CC(C)(C)Sc3ccc(C#Cc4ccc(C(=O)O)cc4)cc32)cc1
LUMO = -0.0077 hartree
gap between HOMO and LUMO = 7.6 eV

| no. | F_max (eV/Å) |
| --- | --- |
| 1 | 4.61 |
| 2 | 0.43 |
| 3 | 2.43 |
| 4 | 1.45 |